(1)
Density functional theory data (wB97M-V/def2-TZVPD) for 2 unconnected molecules or ions with the total composition C4H8ClN in a non-equilibrium geometry.

Each atom is followed by the atoms it is bonded to, with distances in Å.
Positions of all 14 atoms, in Å:
1 C -0.775 -1.313 0.612  N5 1.270, H7 1.220
2 C -0.391 2.828 0.399  C4 1.296, H8 1.108, H10 1.060
3 C 0.500 -2.207 -1.470  N5 1.521, H11 1.058, H12 1.036, H13 1.048
4 C -0.042 2.062 1.384  C2 1.296, Cl6 1.827, H14 1.062
5 N 0.232 -1.546 -0.127  C1 1.270, C3 1.521, H9 1.080
6 Cl 1.280 2.408 2.596  C4 1.827
7 H -1.837 -1.714 0.164  C1 1.220
8 H -1.191 2.495 -0.293  C2 1.108
9 H 1.149 -1.090 0.218  N5 1.080
10 H -0.062 3.777 0.060  C2 1.060
11 H -0.345 -2.730 -1.834  C3 1.058
12 H 1.394 -2.725 -1.400  C3 1.036
13 H 0.466 -1.414 -2.155  C3 1.048
14 H -0.377 1.167 1.846  C4 1.062

The calculated total energy is -672.000039 Ha. As for the relative energy (zero: lowest compared OMol25 entry of this formula, charge and spin): 85.8 kcal/mol. As for the net charge: 0. The spin multiplicity is 1. The LUMO energy is 0.79 eV.

(2)
Density functional theory data (wB97M-V/def2-TZVPD) for 10 unconnected molecules or ions with the total composition C6H32O10 in a non-equilibrium geometry.

Each atom is followed by the atoms it is bonded to, with distances in Å.
Positions of all 48 atoms, in Å:
1 C 2.089 -0.490 -3.585  C2 1.512, H4 1.090, H5 1.090, H6 1.090
2 C 1.646 0.538 -2.569  C1 1.512, O3 1.469, H7 1.090, H8 1.090
3 O 2.783 1.307 -2.047  C2 1.469, H9 0.960
4 H 2.849 -0.056 -4.234  C1 1.090
5 H 1.172 -0.733 -4.123  C1 1.090
6 H 2.445 -1.392 -3.088  C1 1.090
7 H 1.166 0.057 -1.717  C2 1.090
8 H 0.884 1.112 -3.097  C2 1.090
9 H 3.578 0.874 -2.366  O3 0.960
10 C -2.364 -1.067 -1.961  C11 1.545, H13 1.090, H14 1.090, H15 1.090
11 C -2.592 -0.372 -3.322  C10 1.545, O12 1.400, H16 1.090, H17 1.090
12 O -3.708 0.463 -3.190  C11 1.400, H18 0.960
13 H -1.631 -1.863 -2.091  C10 1.090
14 H -3.179 -1.654 -1.538  C10 1.090
15 H -2.108 -0.380 -1.155  C10 1.090
16 H -2.640 -1.193 -4.037  C11 1.090
17 H -1.659 0.109 -3.619  C11 1.090
18 H -4.224 0.451 -3.999  O12 0.960
19 C 3.380 -1.180 0.724  O20 1.427, H21 1.090, H22 1.090, H23 1.090
20 O 2.565 -0.027 0.520  C19 1.427, H24 0.960
21 H 4.395 -0.786 0.788  C19 1.090
22 H 3.109 -1.719 1.632  C19 1.090
23 H 3.441 -1.904 -0.088  C19 1.090
24 H 2.872 0.303 -0.328  O20 0.960
25 C -2.958 -0.213 3.030  O26 1.409, H27 1.090, H28 1.090, H29 1.090
26 O -3.947 -0.351 4.023  C25 1.409, H30 0.960
27 H -3.358 -0.691 2.136  C25 1.090
28 H -2.549 0.781 2.851  C25 1.090
29 H -2.226 -0.963 3.333  C25 1.090
30 H -4.234 -1.259 4.142  O26 0.960
31 O 1.220 0.062 3.535  H32 0.957, H33 0.957
32 H 0.953 -0.697 3.015  O31 0.957
33 H 0.979 -0.166 4.433  O31 0.957
34 O -0.086 -2.411 2.443  H35 0.957, H36 0.957
35 H 0.313 -2.896 1.721  O34 0.957
36 H -0.635 -3.056 2.890  O34 0.957
37 O -0.080 0.071 0.619  H38 0.957, H39 0.957
38 H 0.876 0.084 0.665  O37 0.957
39 H -0.351 -0.417 1.396  O37 0.957
40 O 1.700 3.058 0.471  H41 0.957, H42 0.957
41 H 2.582 2.971 0.833  O40 0.957
42 H 1.664 2.406 -0.229  O40 0.957
43 O -1.079 2.638 -0.198  H44 0.957, H45 0.957
44 H -1.810 2.808 -0.792  O43 0.957
45 H -0.820 1.736 -0.388  O43 0.957
46 O -0.202 2.255 2.536  H47 0.957, H48 0.957
47 H 0.532 1.666 2.711  O46 0.957
48 H -0.754 2.189 3.315  O46 0.957

The calculated total energy is -1000.074675 Ha. As for the relative energy (zero: lowest compared OMol25 entry of this formula, charge and spin): 89.7 kcal/mol. As for the net charge: 0. The spin multiplicity is 1. The SMILES is CCO.CCO.CO.CO.O.O.O.O.O.O. The LUMO energy is -0.11 eV.

(3)
Density functional theory data (wB97M-V/def2-TZVPD) for C7H8O in the gas phase in a non-equilibrium geometry.

Each atom is followed by the atoms it is bonded to, with distances in Å.
Positions of all 16 atoms, in Å:
1 C -1.262 -0.954 -0.793  C2 1.362, C7 1.644, H9 1.040
2 C -0.240 -0.418 -1.516  C1 1.362, C3 1.584, H10 1.107
3 C 1.078 -0.166 -0.675  C2 1.584, C4 1.672, O8 1.464, H11 1.081
4 C 1.570 1.196 0.160  C3 1.672, C5 1.331, H12 1.199
5 C 0.834 1.269 1.268  C4 1.331, C6 1.490, H13 1.071
6 C -0.173 0.233 0.905  C5 1.490, C7 1.604, O8 1.497, H14 1.079
7 C -1.588 -0.508 0.754  C1 1.644, C6 1.604, H15 1.036, H16 1.154
8 O 0.752 -0.890 0.555  C3 1.464, C6 1.497
9 H -1.967 -1.400 -1.416  C1 1.040
10 H -0.117 -0.499 -2.613  C2 1.107
11 H 1.947 -0.590 -1.159  C3 1.081
12 H 2.721 1.457 -0.045  C4 1.199
13 H 1.084 1.690 2.220  C5 1.071
14 H -0.541 0.748 0.030  C6 1.079
15 H -1.613 -1.353 1.353  C7 1.036
16 H -2.486 0.185 0.970  C7 1.154

The calculated total energy is -346.500693 Ha. As for the relative energy (zero: lowest compared OMol25 entry of this formula, charge and spin): 172.5 kcal/mol. As for the net charge: 0. The spin multiplicity is 1. The SMILES is C1=C[C@H]2C=C[C@H](C1)O2. The LUMO energy is 1.01 eV.

Q: The lowest LUMO belongs to which entry?
A: C6H32O10